A cluster of 4 separate species, C40H54BBrN5O11 in total, computed with ωB97M-V/def2-TZVPD.

Calculated values
**Molar mass**: 871.61 u
**HOMO-LUMO gap**: 0.3076 Eh
**DFT total energy**: -5256.2911 hartree
**Strongest force on any atom**: 0.0781 hartree/bohr

```
! RIJCOSX wB97M-V def2-TZVPD def2/J DEFGRID3
* xyz 1 1
H -5.662 -6.083 2.140
H 2.145 2.545 -0.647
C 0.268 1.395 1.497
C -4.116 -0.811 1.674
H -3.800 -1.040 0.619
H 6.368 -1.017 -4.356
C -2.730 3.435 0.393
H 0.393 0.012 -0.273
C -5.279 -6.474 1.206
C 0.407 1.138 -0.120
C -4.366 -6.135 -1.010
H -1.236 4.452 -3.125
C 6.081 1.465 2.447
H 6.387 -0.552 3.157
B 1.257 2.895 3.534
C -1.565 0.416 -1.449
H -4.615 6.239 -4.067
C -0.853 1.794 -0.966
O -5.300 -3.763 1.467
O -4.536 -3.462 -0.530
O -0.539 -1.803 1.108
C -2.896 -0.384 2.598
C -0.312 2.744 -2.074
H -2.674 -2.197 -2.353
H 0.105 -1.831 -1.415
C 6.563 2.769 2.420
H 9.316 2.328 4.345
H 0.282 -2.097 -3.205
H -4.512 -1.765 2.147
C -0.730 -1.028 2.001
H 1.983 1.067 -1.653
H 1.026 1.540 4.950
H -3.029 2.182 -4.012
C 3.594 -2.607 -3.244
H -1.692 -0.313 -0.586
C -1.278 3.319 -3.188
H -5.861 2.154 1.447
H 8.456 0.010 4.363
H -0.147 0.405 3.512
C 7.730 3.076 3.106
C 6.756 0.466 3.138
N 6.678 -0.064 -1.852
H -1.640 -3.304 -3.471
H 4.602 -1.027 -0.424
O -1.875 -1.317 2.825
H -4.422 2.167 -0.499
C -4.298 -7.510 -1.187
O 7.522 0.295 -2.651
C -4.851 -5.627 0.189
C -4.174 5.280 -3.698
H -2.730 3.709 1.500
H -0.557 -3.881 -1.139
H 2.481 1.748 2.084
H -2.035 -3.443 -0.566
H -1.469 -0.207 -3.627
C 1.499 2.322 2.015
H 0.545 2.291 -2.666
H 0.171 3.634 -1.551
H 2.652 0.856 0.005
H 4.580 -2.513 -5.150
H -3.234 2.559 -2.214
C 7.923 0.780 3.819
H -2.400 1.331 0.586
Br -2.185 5.121 -0.471
C 8.407 2.084 3.806
H 2.811 -3.270 -3.597
H 0.169 0.229 -2.942
N -0.831 2.431 1.481
H -4.436 2.853 2.451
H -5.685 3.932 1.733
H 1.230 -0.252 2.560
H -3.915 -7.917 -2.116
C 0.174 0.159 2.449
C -5.100 2.977 1.539
H -4.657 -9.438 -0.313
C 4.589 -2.184 -4.117
H -0.880 3.095 -4.230
C -4.716 -8.364 -0.174
O 0.577 4.147 3.632
H -5.538 -8.518 1.806
H -0.037 4.147 4.392
O 4.422 -0.006 1.816
C -2.800 2.913 -3.181
O 6.665 0.247 -0.671
H 2.819 -2.517 -1.241
H -1.356 2.288 2.356
C -4.289 3.064 0.173
H -4.036 -5.479 -1.806
C -1.717 -2.773 -2.474
C 3.599 -2.187 -1.918
C 1.895 1.440 -0.579
C -0.456 -1.798 -2.390
H -0.546 3.413 1.299
O 4.278 2.038 1.132
H -4.945 -0.050 1.751
H -4.715 3.949 -0.398
H 1.587 3.276 1.400
N 4.838 1.143 1.747
O 1.719 2.174 4.676
N -1.551 -3.815 -1.395
C -0.815 -0.257 -2.698
C -5.210 -7.848 1.019
C 4.606 -1.347 -1.460
C 5.601 -0.934 -2.338
N -4.901 -4.179 0.390
H 8.112 4.090 3.097
O -2.961 0.726 3.101
C -1.741 2.208 0.276
C -3.628 4.206 -3.555
H 6.044 3.550 1.878
H -2.627 0.595 -1.813
C 5.597 -1.341 -3.667
*
```

Mulliken atomic charge list, values in e, 4 entries:
1 H 0.428
2 H 0.269
3 C 0.498
4 C -0.481